[1]
This record from the OMol25 dataset describes a molecular structure, H35O18 at a distorted geometry. The level of theory is the ωB97M-V functional and the def2-TZVPD basis.

Summary:
* LUMO energy: 2.21 eV
* total charge: -1
* HOMO level: -6.7 eV
* relative energy (zero: lowest compared OMol25 entry of this formula, charge and spin): 7.812 eV
* max |F|: 14.0 eV/A
* E_tot: -37418.0843 eV
* gap between HOMO and LUMO: 8.93 eV

Positions of all 53 atoms, in Å:
H 5.482265 -1.055809 1.086142
O 0.351395 2.620341 -1.189874
O 2.060526 3.619192 0.810817
H -3.201238 -2.290675 -0.496234
H -4.637140 1.290169 1.169607
H -0.585215 0.007149 -1.991894
O 3.838742 -0.690739 -2.770666
O 0.605342 0.090414 -1.752445
H -1.631924 3.203729 4.410527
H 1.790710 -3.669804 -2.613508
O -0.508920 3.115995 4.714583
H -0.280633 3.127101 5.551438
H 4.565887 -1.431068 2.287374
H 0.589312 1.927325 -0.843412
O 4.864749 2.502581 -0.261582
H -2.417532 1.812659 -1.230046
H -1.661080 0.774262 2.247577
H -1.487108 -5.260275 0.833889
O 1.192539 -4.360614 -2.389585
H -0.064069 -2.799777 0.733597
H -2.166092 -1.128215 -0.616253
O -0.257274 0.448913 0.279535
H -0.066176 -4.903833 0.413080
H 0.919814 -1.655105 3.095494
O 0.601964 -2.062359 0.573486
H 0.401264 -1.468510 -0.047785
H -0.061369 -2.585855 3.524116
O -3.360458 1.598382 -1.551747
H 4.774555 2.978127 0.537434
H 3.001902 -0.323880 -2.392779
H -1.919094 -0.953427 -2.892560
H 1.809131 3.012743 0.145765
H 4.457768 -0.825171 -2.067943
H -0.183400 1.460908 0.470740
H -3.829248 1.232295 -4.992397
H -3.605320 2.061199 2.013286
H -3.051580 0.760563 -2.038440
O -1.904123 1.400242 2.952242
H 0.006561 2.703015 -2.027140
O -4.262469 0.663710 -4.386223
H -3.923782 0.821936 -3.539308
H 2.102523 4.511976 0.505694
H -1.009578 0.386795 -0.299466
H 0.959482 -0.254569 -2.418899
O 0.710537 -2.234721 3.885196
O -1.870670 -0.232573 -2.470063
O -0.702812 -4.630500 0.907024
O -2.497531 -1.701776 -0.108833
H -1.065857 1.771762 3.438986
H 1.377328 -4.942476 -3.170879
O 5.492715 -1.388555 1.937919
O -4.447535 1.470054 2.116575
H 4.702214 1.476748 -0.082162

Cartesian forces (eV/Å) of the 6 atoms listed first:
-0.3849 0.9878 -2.5387
-2.7491 13.6527 -1.7250
0.8812 0.0146 2.5844
1.5370 1.6749 0.1349
-0.0007 0.0143 0.7463
1.6914 -0.4746 -0.7775



[2]
This record from the OMol25 dataset describes 18 unconnected molecules or ions with the total composition H35O18 at a distorted geometry. The level of theory is the ωB97M-V functional and the def2-TZVPD basis.

Summary:
* LUMO energy: 2.08 eV
* total charge: -1
* HOMO level: -6.9 eV
* relative energy (zero: lowest compared OMol25 entry of this formula, charge and spin): 1.736 eV
* max |F|: 2.5 eV/A
* E_tot: -37424.1607 eV
* gap between HOMO and LUMO: 9.01 eV

Positions of all 53 atoms, in Å:
H -1.954907 1.268742 -2.545024
H -1.149783 2.560434 1.994677
H 3.094419 -0.023217 1.647899
H 1.709445 1.356143 0.194276
H -0.298207 1.708423 4.821245
H -3.811852 0.448827 -3.693990
O -1.880140 -0.955590 -0.524210
H 5.355064 2.137150 -0.084344
H -0.447786 3.499325 -4.594410
O -0.442844 2.064844 1.550143
O 5.113870 3.000657 0.272435
H 2.313715 1.588435 -1.315717
H 4.866152 -1.588627 -2.506679
H 2.042084 -3.645018 -2.116170
H 0.612340 -3.415637 -1.684439
H -0.557165 -1.763896 3.385990
H -2.447843 -1.747741 -0.635823
O -0.795775 2.229055 4.160013
H -3.302504 2.344170 1.472934
H -1.260395 2.951719 4.588666
H 0.612525 -2.172393 1.479718
H 0.132500 2.435807 2.245303
H -1.105949 4.139249 -3.355229
H 1.461687 -1.103717 2.017887
H -1.932208 1.590027 -1.086272
H -0.845035 -5.544442 -0.386856
O 2.817764 -0.902893 1.361813
H -3.028274 -0.882520 2.204141
O -0.505386 -6.080406 -1.100087
O 1.467303 -0.677061 -0.719596
O 0.479335 -1.543685 2.198762
O -0.069938 0.740674 -2.449740
H -1.216392 -1.108798 0.147570
O -4.526258 -0.216785 -3.981946
O 5.577947 -1.243060 -1.972908
H 5.126547 -1.005175 -1.163099
H 0.345065 -5.612118 -1.366262
H 2.267716 -0.578344 -0.078506
H 1.061535 -0.920308 0.153215
O 1.185850 -4.111985 -2.044400
H -5.318628 0.132652 -3.576082
H -3.209274 -1.535868 3.684960
O -3.078382 3.152837 0.989292
O -0.962214 -1.880540 4.298306
H -0.772251 0.226641 -1.956687
O -3.591810 -1.053283 2.955511
H 4.158748 3.094086 0.222343
O 2.203658 1.901086 -0.426434
O -2.450462 1.766719 -1.894837
H -0.610910 -2.576142 4.923310
O -0.777256 4.326306 -4.233979
H 0.646376 0.290381 -1.933421
H -2.301800 2.934855 0.456721

Cartesian forces (eV/Å) of the 6 atoms listed first:
0.2081 0.2883 -0.3096
-1.0464 -0.5840 -0.7736
0.1926 -0.1816 0.1117
-0.1340 -0.3751 -1.0221
-0.6221 0.5164 -0.3783
-1.6789 -1.5239 -0.5394



[3]
This record from the OMol25 dataset describes 11 unconnected molecules or ions with the total composition H36N8O6S at a distorted geometry. The level of theory is the ωB97M-V functional and the def2-TZVPD basis.

Summary:
* LUMO energy: -15.28 eV
* total charge: +6
* HOMO level: -22.6 eV
* max |F|: 7.3 eV/A
* E_tot: -35553.9467 eV
* gap between HOMO and LUMO: 7.36 eV

Positions of all 51 atoms, in Å:
H 2.342297 2.088170 3.591354
H 3.007287 4.264630 -1.131026
O -1.498653 0.267130 -1.057886
O -0.690253 0.767000 1.007824
H 1.565017 -5.031200 0.645554
N 0.320327 -2.682880 3.875064
N 4.729017 0.382280 -1.452486
H -3.188813 2.281330 3.860584
H 0.854357 0.347150 -5.061696
O 2.141907 4.102390 -1.506556
H 0.957657 -1.144370 -4.333336
H -3.553273 1.842940 -2.222866
H -4.442733 3.277550 -2.048016
H 0.323147 -3.668010 3.652324
H -2.590613 -1.650200 -2.207746
N -2.815883 -2.590020 -2.501186
H 2.008707 3.160050 -1.404196
H -1.949573 -3.024520 -2.785466
N 1.348667 -0.214470 -4.383206
H -3.174553 -1.595960 2.867174
H 3.005397 -4.314340 0.214724
H -2.041493 2.836380 2.747064
H -0.382603 -2.589940 4.594334
H 1.006497 2.231310 2.561264
N 1.663617 2.703330 3.165834
H -3.506533 3.026120 -3.325036
H 1.862147 -4.717300 -0.954026
N -2.589133 3.040600 3.570774
H -3.388083 -2.573890 -3.333316
N -4.113913 2.553640 -2.670856
N 2.024407 -4.410570 -0.005506
S -0.391193 0.093330 -0.172856
H -3.191273 -3.143140 -1.744066
H -0.005133 -2.156330 3.076994
H 1.253177 -2.342550 4.059614
O -0.171433 -1.324850 0.135414
H 2.321377 3.340600 2.740024
H -1.919673 3.189650 4.312194
H -4.913963 2.063630 -3.044906
H 5.232717 -0.153200 -0.759916
H 2.296517 -0.403650 -4.676276
H 3.763027 0.295470 -1.170646
H 4.883987 1.359940 -1.251786
O -3.104263 -2.261890 2.183194
O 0.870137 0.582790 -0.715426
H -2.331133 -2.007690 1.679314
H 1.685017 -3.459510 0.014094
H 1.444247 0.254230 -3.493656
H -3.070703 3.888390 3.307254
H 4.903697 0.065780 -2.395566
H 1.210517 3.154670 3.947554

Cartesian forces (eV/Å) of the 6 atoms listed first:
-0.0264 -1.1268 0.3736
0.3310 0.4737 -0.0213
-2.5201 -0.1872 -3.2818
-0.9488 3.5660 6.2728
-0.2837 -0.3355 0.3363
-0.3839 -0.0627 -0.7405



[4]
This record from the OMol25 dataset describes 18 unconnected molecules or ions with the total composition H36O18 at a distorted geometry. The level of theory is the ωB97M-V functional and the def2-TZVPD basis.

Summary:
* LUMO energy: -0.37 eV
* total charge: 0
* HOMO level: -10.3 eV
* relative energy (zero: lowest compared OMol25 entry of this formula, charge and spin): 1.724 eV
* max |F|: 1.4 eV/A
* E_tot: -37440.7874 eV
* gap between HOMO and LUMO: 9.89 eV

Positions of all 54 atoms, in Å:
O 0.427473 -0.707021 -0.087172
O 5.127883 2.059029 -0.819262
O -3.792847 -1.357631 -2.736902
O 2.089103 0.998539 -1.839802
O 2.228493 -4.067391 3.313238
O -0.307967 1.477149 -4.540512
O -2.135247 3.865139 1.244668
H -1.379967 4.412099 1.028778
H -1.671307 3.187829 -1.652052
H -3.629717 -1.403131 -3.679002
H 0.357843 0.835079 -4.294172
H -1.379537 -3.011901 0.279948
H 0.380343 3.476439 -1.159072
H 0.473593 -1.273441 0.683068
H 3.161743 -3.872521 3.398768
H 1.617493 1.668489 3.823058
H -4.655887 -1.755731 -2.623282
H 1.988123 1.927329 -1.631542
H -3.706027 1.957659 -3.021742
H 1.580123 -1.553391 -3.847602
H 0.108763 2.166639 1.155908
H -1.355277 -4.377851 2.134348
O 1.577913 -0.626641 -4.087082
H -3.068587 -1.208541 0.787688
O -2.562957 -1.544511 0.047618
O -1.152037 3.991609 -1.628962
H 4.390333 1.971289 -1.423032
H -3.010867 -1.200221 -0.725092
H 1.546573 -1.839971 5.147998
O 1.063633 0.896589 3.706228
H -0.994417 -5.758681 2.639298
H -1.133107 1.092929 -4.244282
O -1.737267 -5.167411 2.517618
O -0.816017 -3.729001 0.570528
H -0.044907 0.678639 0.923248
H 2.200493 -4.950351 2.944678
H 1.768623 -2.447721 2.579318
H -3.905437 3.311399 -2.374032
H 1.780153 -0.436581 4.630458
O -0.470287 1.427329 1.341258
O 0.982143 -2.137831 2.130268
H -0.027667 -3.647321 0.033798
H 0.421543 -2.911101 2.066918
O 2.069133 -1.053151 5.303178
O -3.571837 2.431109 -2.200732
H -1.923577 3.007429 0.876208
H 0.617813 1.045099 2.872318
H 2.044413 -0.193011 -3.372542
H 1.832473 0.543469 -1.037762
H -1.193337 4.329779 -2.523482
H 1.477153 4.230299 -0.437532
H -0.363577 -0.989811 -0.545992
H 5.544113 2.884569 -1.067212
O 1.132193 3.348939 -0.580542

Cartesian forces (eV/Å) of the 6 atoms listed first:
0.1753 0.4088 -0.8134
0.1361 -0.0252 0.2017
0.1251 0.2085 0.2299
0.5707 -0.2872 -0.5370
0.1586 -0.2395 0.2893
-0.4660 0.7127 -0.1488